Model i:
Density functional theory data (ωB97M-V with the def2-TZVPD basis set) for a 6-piece molecular cluster, C24H60O12 overall.

Summary:
SMILES	COCCOC.COCCOC.COCCOC.COCCOC.COCCOC.COCCOC
LUMO energy	0.52	eV
HOMO-LUMO gap	9.8	eV

Structure (ORCA input):
```
! RIJCOSX wB97M-V def2-TZVPD def2/J DEFGRID3
* xyz 0 1
C -3.6637 1.2055 1.1618
O -3.6519 0.0537 1.9701
C -2.5459 0.0013 2.8780
C -2.7622 -1.1485 3.8589
O -3.9804 -1.0858 4.6776
C -4.0891 -1.9357 5.7548
H -2.7128 1.2994 0.6374
H -3.7159 2.1816 1.6442
H -4.4269 1.1062 0.3899
H -2.5321 0.9478 3.4184
H -1.5879 -0.2135 2.4044
H -1.8800 -1.1567 4.4989
H -2.6988 -2.1315 3.3924
H -3.5314 -1.6608 6.6501
H -3.8865 -2.9626 5.4507
H -5.1220 -1.9651 6.1018
C 0.3770 2.0438 4.6182
O 0.5394 2.6537 3.3443
C 1.1764 1.7889 2.4084
C 2.7062 2.1504 2.4019
O 2.6928 3.5552 2.0711
C 4.0209 4.2040 1.9639
H -0.0283 2.7374 5.3550
H 1.3545 1.6992 4.9555
H -0.2041 1.1238 4.5551
H 0.9102 1.9673 1.3665
H 1.0872 0.7273 2.6391
H 3.2555 1.5267 1.6966
H 3.2728 2.0846 3.3307
H 3.8712 5.2325 1.6352
H 4.5567 3.7599 1.1250
H 4.5605 4.0193 2.8928
C 5.9606 -0.0594 0.7968
O 7.1499 0.3799 1.4215
C 7.6342 -0.1917 2.6687
C 9.0278 0.3739 3.0636
O 8.7639 1.7415 3.4038
C 8.9581 2.6943 2.3208
H 5.1940 0.0267 1.5669
H 6.0929 -1.0830 0.4462
H 5.7404 0.5381 -0.0878
H 7.7817 -1.2549 2.4792
H 6.8451 -0.1231 3.4175
H 9.6971 0.3153 2.2052
H 9.3968 -0.0930 3.9768
H 9.9891 2.8897 2.0260
H 8.6206 3.6767 2.6513
H 8.1630 2.6506 1.5765
C -1.7457 2.7353 -5.8136
O -0.9649 1.5892 -5.8764
C -1.5165 0.3211 -5.9914
C -2.4441 0.1921 -7.2063
O -3.8295 0.2271 -6.8767
C -4.3223 -0.9280 -6.1731
H -2.6634 2.7245 -5.2257
H -2.2009 3.1191 -6.7266
H -1.0695 3.4891 -5.4103
H -2.0385 0.2839 -5.0352
H -0.6750 -0.3698 -5.9404
H -2.2129 -0.7147 -7.7652
H -2.1932 0.9604 -7.9376
H -5.2744 -0.7189 -5.6854
H -3.5833 -1.2887 -5.4576
H -4.4729 -1.7982 -6.8120
C -2.2105 -3.3921 -1.3418
O -3.5170 -2.7863 -1.1585
C -3.9309 -2.8879 0.2450
C -5.1957 -2.0260 0.4474
O -6.3452 -2.6315 -0.1224
C -6.4226 -2.5843 -1.5603
H -2.1879 -4.4257 -0.9965
H -1.4526 -2.9247 -0.7132
H -2.0335 -3.2702 -2.4104
H -3.1708 -2.5651 0.9564
H -4.1417 -3.9176 0.5338
H -4.9246 -1.0233 0.1171
H -5.4530 -1.9399 1.5031
H -6.3954 -1.5434 -1.8824
H -7.3702 -3.0499 -1.8312
H -5.6580 -3.2265 -1.9976
C -2.3799 -0.0970 -2.2371
O -1.1121 -0.7727 -2.0805
C -0.1931 0.0743 -1.5178
C 1.2022 -0.6271 -1.6171
O 1.2889 -1.8599 -0.8853
C 2.6223 -2.3097 -0.8544
H -2.2302 0.7874 -2.8565
H -2.7231 0.2245 -1.2538
H -3.1106 -0.6455 -2.8315
H -0.4865 0.2516 -0.4831
H -0.2057 1.1097 -1.8583
H 1.9915 0.0691 -1.3335
H 1.4930 -0.7644 -2.6586
H 2.7031 -3.3128 -0.4357
H 3.2760 -1.6304 -0.3073
H 3.1042 -2.4171 -1.8262
*
```

=====

Model ii:
Density functional theory data (ωB97M-V with the def2-TZVPD basis set) for a 6-piece molecular cluster, C24H60O12 overall.

Summary:
SMILES	COCCOC.COCCOC.COCCOC.COCCOC.COCCOC.COCCOC
LUMO energy	0.56	eV
HOMO-LUMO gap	10.1	eV

Structure (ORCA input):
```
! RIJCOSX wB97M-V def2-TZVPD def2/J DEFGRID3
* xyz 0 1
C 12.7066 -4.9141 29.4167
O 13.3162 -3.9124 28.6386
C 13.4189 -4.2458 27.2783
C 12.2022 -3.9523 26.4225
O 11.1982 -4.8619 26.8626
C 9.9135 -4.4463 26.4507
H 13.0384 -4.8535 30.4531
H 12.8897 -5.9226 29.0366
H 11.6153 -4.8274 29.4521
H 13.7100 -5.2918 27.1341
H 14.2921 -3.7240 26.8712
H 12.4270 -4.1032 25.3557
H 11.8875 -2.9023 26.4268
H 9.1546 -5.0659 26.9277
H 9.8086 -4.4251 25.3645
H 9.6499 -3.4380 26.7984
C 12.4909 -3.0280 19.3487
O 13.0130 -2.2776 20.4063
C 14.4205 -2.3328 20.4969
C 15.0877 -1.3999 19.4656
O 16.3887 -1.8443 19.1135
C 16.3945 -2.8309 18.0965
H 12.8492 -2.7046 18.3662
H 11.4066 -2.9243 19.3825
H 12.6603 -4.1128 19.3800
H 14.7730 -3.3519 20.2853
H 14.7789 -2.1041 21.4980
H 15.2388 -0.4305 19.9468
H 14.5066 -1.2316 18.5550
H 17.4485 -3.0303 17.9136
H 15.9120 -2.4713 17.1818
H 15.8930 -3.7432 18.4358
C -0.0169 0.6368 18.7671
O 0.5984 -0.6244 18.6161
C 1.8923 -0.6059 19.1759
C 2.5990 -1.8247 18.6225
O 3.9180 -1.9460 19.0979
C 4.5774 -3.0526 18.5106
H -0.9953 0.6276 18.2932
H 0.6020 1.3806 18.2469
H -0.1167 0.9985 19.7960
H 1.8292 -0.5874 20.2694
H 2.4800 0.2909 18.9505
H 2.6004 -1.7318 17.5250
H 2.0671 -2.7766 18.7472
H 4.1133 -3.9924 18.8240
H 5.6107 -2.9604 18.8241
H 4.4864 -2.9919 17.4200
C 6.4675 -7.2844 11.2069
O 7.6131 -7.1677 12.0265
C 7.5383 -6.0540 12.8810
C 8.7067 -5.1182 12.5730
O 8.7748 -4.0492 13.4759
C 10.0392 -3.4716 13.6404
H 5.5743 -7.5740 11.7787
H 6.6359 -8.1795 10.6077
H 6.2090 -6.3938 10.6363
H 7.6915 -6.3400 13.9269
H 6.5977 -5.5019 12.8578
H 8.6575 -4.7730 11.5274
H 9.6589 -5.6660 12.5548
H 10.6724 -4.0280 14.3466
H 9.9123 -2.5458 14.2117
H 10.4800 -3.2612 12.6629
C 8.2208 -3.6341 17.2408
O 8.7388 -4.4943 18.2443
C 8.5589 -3.9955 19.5349
C 8.9219 -5.0415 20.5746
O 8.2766 -4.7156 21.7925
C 8.7304 -5.3482 22.9441
H 7.1431 -3.7788 17.1668
H 8.7327 -3.8301 16.3012
H 8.4944 -2.6064 17.5054
H 7.5043 -3.7364 19.6876
H 9.1389 -3.0950 19.7683
H 10.0089 -5.1076 20.6796
H 8.5341 -6.0268 20.3044
H 9.7119 -4.9227 23.2139
H 8.9118 -6.4330 22.9205
H 7.9728 -5.1145 23.6938
C 1.0144 0.9391 23.9459
O 2.3548 0.6217 24.2256
C 2.7457 -0.4991 23.4742
C 4.1173 -1.0041 23.9090
O 4.3216 -2.2497 23.2981
C 5.5847 -2.7788 23.6878
H 0.8989 1.4659 22.9959
H 0.6498 1.6006 24.7377
H 0.3433 0.0780 24.0373
H 2.6955 -0.3728 22.3902
H 2.0885 -1.3562 23.6715
H 4.2063 -0.9656 25.0006
H 4.8982 -0.3016 23.5888
H 5.4201 -3.1991 24.6876
H 6.3573 -2.0135 23.8035
H 5.9098 -3.5471 22.9921
*
```

=====

The calculated energies rank the structures as follows, beginning with the most stable: model ii, model i.